51
Properties=species:S:1:pos:R:3:forces:R:3:lowdin_charge:R:1 method="wB97M-V/def2-TZVPD" max_force_ev_per_a=0.6 total_energy_ev=-40764.247 e_homo_ha=-0.290 smiles="CSc1ccc(CN2CCC[C@H](CNC(=O)c3ccc(F)cc3)C2)cc1" gap_ev=8.612
C 0.4963 -5.6042 -0.0200 0.2342 0.4699 -0.3484 -0.387
H 0.1789 -6.5563 -0.4332 -0.0205 -0.0628 -0.0050 0.033
H 1.3445 -5.7537 0.6420 -0.0262 -0.0694 0.1078 0.033
H -0.3347 -5.1351 0.4975 -0.0901 -0.0315 0.1160 0.028
S 0.9798 -4.5911 -1.4467 -0.0548 -0.1878 0.0429 0.895
C 1.3222 -3.0058 -0.7478 -0.0413 -0.3103 0.0051 -0.548
C 1.4182 -2.7564 0.6128 -0.0036 -0.0592 -0.0005 -0.099
C 1.7060 -1.4772 1.0578 0.0631 0.1163 0.0133 -0.046
C 1.8926 -0.4295 0.1684 0.2165 -0.0372 0.0678 -0.208
C 1.7965 -0.6939 -1.1946 0.1457 -0.0435 0.1179 -0.035
C 1.5199 -1.9641 -1.6499 0.0258 -0.1318 0.0710 -0.111
H 1.4516 -2.1659 -2.7078 -0.0288 0.0364 -0.1635 0.109
H 1.9293 0.1069 -1.9054 -0.0011 0.1282 -0.1045 0.116
C 2.1989 0.9683 0.6361 -0.1054 -0.1037 -0.0216 -0.137
N 0.9736 1.7419 0.8475 0.1793 0.0872 0.0922 -0.150
C 1.1035 3.1075 0.3750 -0.0807 0.2849 -0.1101 -0.157
C -0.2228 3.8690 0.4392 -0.0383 -0.0767 -0.0756 -0.278
C -0.8103 3.7898 1.8525 0.0209 -0.0730 -0.1393 -0.159
C -0.8126 2.3699 2.4108 0.2039 0.0767 0.0904 -0.172
H -1.5730 1.7659 1.9163 -0.0400 -0.0915 0.0743 0.087
C 0.5544 1.7161 2.2348 -0.2689 -0.1035 0.0519 -0.196
H 0.5046 0.6734 2.5582 0.0563 0.0267 0.0650 0.111
H 1.2880 2.2388 2.8807 0.0147 -0.0661 -0.0206 0.128
H -1.0592 2.3963 3.4749 -0.0556 -0.0558 -0.0289 0.114
H -1.8230 4.1990 1.8602 -0.0019 0.0921 0.0396 0.112
H -0.1974 4.4148 2.5075 -0.0236 0.0411 0.0484 0.115
H -0.0033 4.9234 0.2326 -0.0002 -0.0645 -0.0039 0.140
C -1.1864 3.4325 -0.6793 0.2808 0.3154 0.0378 -0.134
N -1.4694 2.0233 -0.7359 -0.3825 0.0835 0.1412 0.081
C -0.9068 1.1909 -1.6386 -0.4710 -0.1946 0.2769 -0.462
O -0.1968 1.5704 -2.5492 0.3570 0.0937 -0.3261 0.060
C -1.3041 -0.2413 -1.4622 -0.0091 -0.1443 -0.0221 -0.145
C -1.4326 -0.8162 -0.2023 -0.0675 0.0816 -0.2544 -0.025
C -1.8137 -2.1383 -0.0730 -0.1529 -0.2534 -0.1150 -0.002
C -2.0678 -2.8750 -1.2160 0.0373 0.1731 0.0814 -0.292
C -1.9188 -2.3378 -2.4813 -0.0615 -0.1472 0.1148 -0.001
C -1.5278 -1.0171 -2.5951 -0.0066 0.1421 0.1276 -0.010
H -1.3931 -0.5665 -3.5664 0.0292 0.0403 -0.0999 0.124
H -2.1020 -2.9511 -3.3490 -0.0293 -0.0767 -0.0786 0.122
F -2.4669 -4.1576 -1.0842 0.0455 0.0765 -0.0185 0.050
H -1.9165 -2.5992 0.8973 0.0102 -0.0774 0.0749 0.123
H -1.1916 -0.2478 0.6822 0.0361 0.1118 0.1225 0.103
H -2.0396 1.6299 -0.0074 0.0404 -0.0925 -0.1933 0.117
H -2.1289 3.9815 -0.5742 0.0731 -0.0071 -0.0644 0.124
H -0.7362 3.6860 -1.6431 -0.1329 0.0437 0.0869 0.124
H 1.4377 3.0756 -0.6640 0.0700 0.0343 0.0206 0.124
H 1.8568 3.6627 0.9675 0.0260 -0.0281 -0.0451 0.131
H 2.7923 1.4617 -0.1366 0.0006 0.0245 0.0784 0.123
H 2.8055 0.9373 1.5552 0.0094 0.0581 -0.0824 0.127
H 1.8000 -1.3053 2.1214 0.0387 0.0466 0.1130 0.109
H 1.2841 -3.5463 1.3351 -0.0205 -0.0950 0.0423 0.094